{"formula": "C28H76BN4O22", "method": "ωB97M-V with the def2-TZVPD basis set", "multiplicity": 2, "homo_energy_ev": [0.9246, -3.0537], "orbital_gap_ev": [2.50, 6.48], "fmax_ev_per_a": 6.909, "s_squared": 0.7529, "lumo_ev": [3.429, 3.429], "charge": -2, "elements": ["O", "C", "O", "B", "O", "C", "O", "O", "C", "O", "C", "O", "O", "C", "O", "H", "H", "H", "H", "C", "O", "H", "H", "H", "H", "C", "O", "H", "H", "H", "H", "C", "O", "H", "H", "H", "H", "C", "O", "H", "H", "H", "H", "C", "O", "H", "H", "H", "H", "C", "O", "H", "H", "H", "H", "C", "O", "N", "N", "H", "H", "H", "H", "C", "O", "N", "N", "H", "H", "H", "H", "C", "C", "C", "O", "H", "H", "H", "H", "H", "H", "H", "H", "C", "C", "C", "O", "H", "H", "H", "H", "H", "H", "H", "H", "C", "C", "C", "O", "H", "H", "H", "H", "H", "H", "H", "H", "C", "C", "C", "O", "H", "H", "H", "H", "H", "H", "H", "H", "C", "C", "C", "O", "H", "H", "H", "H", "H", "H", "H", "H"], "positions_angstrom": [[12.941, 2.226, 11.324], [13.431, 2.448, 10.186], [12.973, 3.175, 9.245], [13.724, 3.036, 8.044], [14.924, 2.226, 8.411], [14.731, 1.812, 9.682], [15.452, 1.150, 10.410], [14.080, 4.423, 7.621], [13.658, 4.582, 6.430], [13.911, 5.523, 5.723], [12.889, 3.310, 5.936], [12.914, 2.488, 6.964], [12.407, 3.138, 4.811], [16.379, -0.566, 7.920], [17.106, -1.594, 7.369], [15.503, -0.928, 8.458], [17.002, 0.017, 8.598], [16.001, 0.068, 7.117], [17.887, -1.253, 6.926], [13.711, 2.123, 14.601], [14.483, 1.188, 15.291], [13.699, 2.937, 15.327], [14.173, 2.458, 13.672], [12.770, 1.687, 14.267], [13.871, 0.617, 15.760], [9.923, 1.893, 9.211], [9.674, 3.267, 9.473], [10.258, 1.275, 10.044], [8.949, 1.495, 8.926], [10.733, 1.826, 8.484], [9.482, 3.737, 8.659], [10.977, 4.095, 12.379], [10.121, 5.069, 12.876], [11.559, 4.542, 11.573], [11.819, 3.822, 13.014], [10.519, 3.301, 11.789], [9.460, 5.220, 12.197], [11.003, 6.250, 9.407], [9.622, 6.526, 9.194], [11.297, 5.200, 9.423], [11.664, 6.774, 8.716], [11.280, 6.636, 10.388], [9.311, 5.931, 8.508], [15.602, 7.370, 8.763], [16.867, 6.971, 9.189], [15.146, 7.936, 9.575], [15.740, 8.109, 7.973], [15.014, 6.498, 8.479], [17.386, 6.707, 8.426], [13.581, 4.979, 2.277], [13.054, 3.681, 2.125], [13.650, 5.497, 1.320], [12.847, 5.491, 2.898], [14.538, 4.936, 2.796], [12.787, 3.324, 2.975], [16.114, 8.773, 4.218], [16.725, 8.475, 5.204], [16.264, 9.943, 3.631], [15.172, 8.032, 3.704], [15.969, 10.013, 2.668], [16.730, 10.731, 4.059], [14.668, 8.342, 2.886], [14.867, 7.271, 4.293], [17.356, 0.497, 13.039], [17.968, 0.572, 14.061], [17.910, 0.566, 11.877], [16.074, 0.296, 12.980], [18.881, 0.839, 11.845], [17.332, 0.532, 11.049], [15.709, 0.513, 12.064], [15.507, 0.470, 13.797], [8.223, 4.532, 5.156], [9.432, 4.498, 6.058], [10.353, 5.767, 5.808], [8.999, 4.591, 7.375], [7.527, 5.326, 5.428], [7.651, 3.617, 5.307], [8.434, 4.738, 4.107], [10.014, 3.578, 5.989], [9.725, 6.655, 5.739], [10.896, 5.686, 4.867], [11.098, 5.937, 6.586], [8.076, 4.329, 7.367], [10.493, -1.378, 13.248], [11.517, -0.952, 12.202], [12.933, -1.065, 12.652], [11.346, -1.593, 10.964], [10.283, -2.447, 13.266], [9.551, -0.902, 12.973], [10.655, -1.070, 14.280], [11.345, 0.119, 12.093], [13.153, -0.567, 13.597], [13.582, -0.579, 11.924], [13.203, -2.114, 12.777], [10.403, -1.759, 10.903], [14.691, 5.456, 12.065], [16.209, 5.335, 12.052], [16.709, 4.555, 10.856], [16.711, 6.658, 11.933], [14.266, 5.996, 11.219], [14.369, 5.988, 12.961], [14.196, 4.485, 12.084], [16.581, 4.889, 12.975], [16.809, 3.494, 11.088], [17.758, 4.754, 10.638], [16.177, 4.728, 9.920], [16.698, 6.904, 11.005], [20.506, 3.213, 8.055], [19.099, 2.799, 8.468], [18.036, 3.611, 7.702], [19.073, 1.434, 8.331], [21.251, 2.903, 8.789], [20.582, 4.295, 8.164], [20.777, 2.972, 7.027], [18.903, 3.003, 9.521], [17.970, 3.337, 6.649], [18.303, 4.664, 7.781], [17.029, 3.359, 8.035], [19.539, 1.071, 9.088], [16.234, 2.939, 4.019], [17.296, 2.761, 2.855], [17.123, 3.738, 1.693], [18.576, 2.938, 3.377], [16.308, 3.928, 4.472], [16.506, 2.202, 4.774], [15.183, 2.730, 3.820], [17.152, 1.731, 2.528], [16.215, 3.651, 1.097], [17.940, 3.623, 0.981], [17.070, 4.763, 2.058], [18.646, 3.851, 3.665]], "atomic_forces_ev_per_a": [[-0.3374, 0.6306, -0.5901], [4.6299, -4.4950, 2.4691], [-3.0610, 2.5750, -2.4081], [1.5715, -0.4268, 2.7219], [-0.1781, 0.6988, -2.0025], [-5.0652, 2.3610, 2.1032], [2.4683, -1.5964, 0.2031], [0.2070, -0.5658, 0.2554], [0.3516, 0.3904, -1.7585], [-0.2754, 0.7251, -0.7390], [-0.1288, -0.1890, -0.4613], [-0.6455, -0.2377, -2.1518], [0.6444, 0.1097, 2.1940], [-0.6192, 1.6395, 0.3188], [0.9638, -2.3141, -0.7372], [0.2305, -0.2878, 0.0517], [-0.3623, 0.2111, 0.0193], [-0.1101, 0.4596, 0.1399], [-0.1086, 0.2270, 0.1302], [-0.1450, 0.9692, -0.1782], [0.8157, -1.7321, 0.2905], [-1.0941, 0.6840, -0.5741], [0.3653, -0.1476, 0.0767], [-0.3538, 0.4218, 0.3172], [0.2041, -0.0963, 0.0596], [-0.2695, 0.5308, -0.4661], [0.2763, -0.3474, 1.8335], [0.0780, 0.7584, 0.5770], [0.1369, -0.7050, -0.6841], [-0.2763, -0.4185, -0.3979], [0.3275, -0.3624, -0.1269], [1.9310, 0.0917, -2.2836], [-1.1037, 0.4975, 1.1308], [0.2528, 0.2114, -0.3293], [-0.8299, -0.3893, 0.7215], [-0.2539, -0.4920, 0.9074], [0.0015, 0.1013, -0.0741], [0.4831, 0.3237, 0.5953], [0.3377, 0.1446, 0.2461], [-0.4114, -0.2058, -0.1983], [-0.0846, 0.1323, -0.4379], [-0.1927, 0.0441, 0.1403], [0.0294, -0.0363, -0.0944], [-0.4398, 0.7857, -0.3582], [1.2528, 0.0030, 0.3602], [-0.2006, -0.3421, 0.2090], [-0.4486, -0.2234, -0.5047], [-0.3045, 0.3002, -0.1596], [-0.0211, -0.1036, 0.0345], [-0.8503, -0.3744, 1.0109], [0.2361, -0.5321, -1.5235], [0.1103, -0.2973, -0.1443], [0.3436, 0.7200, 0.1852], [0.1484, 0.3240, -0.0788], [0.0294, 0.2469, 0.5340], [0.5871, 0.2735, 1.7098], [1.2428, -0.6576, 2.0348], [0.4204, 3.2525, -2.4760], [-2.0217, -2.1587, -1.4668], [0.0647, 0.4833, 0.3147], [0.1367, -0.6482, -0.1024], [-0.2098, -0.3950, 0.5246], [-0.2467, -0.3370, -0.3507], [-0.7477, -0.2153, 1.4584], [2.4957, 0.3967, 3.5633], [2.8478, 0.2472, -4.2657], [-3.3982, -0.6212, -0.2560], [-0.3798, -0.1506, -0.0943], [0.1311, 0.3537, -0.2580], [-1.0326, 0.1141, -0.0400], [0.2329, -0.0557, -0.0005], [-0.4412, -0.1033, -0.2094], [1.8954, 1.9913, -1.3525], [-0.5351, -0.9800, -0.2810], [-1.2876, 0.1897, 0.7855], [0.2063, 0.3638, 0.3830], [0.0069, -0.2919, -0.4776], [0.2392, -0.5324, -0.0012], [0.0307, -0.0130, -0.5080], [-0.1387, 0.0313, 0.1583], [-0.0108, -0.2172, -0.0334], [-0.1544, -0.2544, 0.1304], [-0.2269, -0.0419, 0.4628], [-0.9254, -0.3056, -0.2362], [0.0641, 1.4388, 1.4874], [0.8592, -0.3883, -0.1360], [-0.3121, -0.5521, -0.0903], [0.2960, -0.2815, -0.0708], [-0.3234, -0.0071, -0.0237], [0.5408, 0.1757, -0.1344], [0.0036, 0.3204, -0.3698], [-0.3792, 0.1030, 0.0582], [0.0716, -0.1926, -0.1149], [0.2063, -0.1461, -0.1069], [-0.0929, -0.0584, -0.3767], [-0.4426, -0.7040, 0.6910], [-0.6352, 0.6557, -1.5308], [0.8924, -1.2778, 0.0744], [0.5641, 0.7673, 1.2335], [0.3983, 0.0384, -0.2690], [0.0453, 0.1103, 0.1167], [0.0042, -0.2280, -0.0556], [0.0255, 0.1730, 0.0863], [-0.8908, -0.3513, -0.1462], [0.1702, 0.7277, 0.1386], [-0.2967, -0.1867, 0.2883], [0.2088, -0.1820, -0.2624], [0.1015, 1.7511, 0.8453], [0.5672, 1.8319, -0.0967], [-0.0282, -1.3938, -0.3128], [-1.0086, -2.2867, -0.6496], [0.1278, -0.7013, -0.2102], [-0.0176, 0.3770, -0.2863], [-0.1527, -0.3578, 0.1335], [0.2794, 0.4996, 0.2302], [0.5500, 0.0177, -0.2885], [-0.3042, -0.0272, 0.1185], [0.0061, 0.3821, 0.5148], [-0.0867, -0.1832, -0.0504], [0.8804, -0.3949, -0.3240], [-2.5405, 0.6867, 0.4854], [-0.4473, -0.0163, -0.3632], [0.9039, -0.5091, 0.2246], [0.0391, 0.1530, -0.0155], [0.1454, 0.0990, 0.2086], [0.0645, 0.1330, -0.6721], [0.5757, -0.0518, -0.1801], [-0.2847, -0.4900, 0.2525], [0.2266, 0.1283, 0.1408], [0.3797, 0.1518, 0.1728], [0.0094, 0.1286, 0.1458]], "lowdin_spin": [0.16, 0.20, 0.08, 0.01, 0.08, 0.25, 0.19, 0.00, 0.00, 0.00, 0.00, 0.00, 0.00, 0.00, 0.00, 0.00, 0.00, 0.00, 0.00, 0.00, 0.00, 0.00, 0.00, 0.00, 0.00, 0.00, 0.00, 0.00, 0.00, 0.00, 0.00, 0.00, 0.00, 0.00, 0.00, 0.00, 0.00, 0.00, 0.00, 0.00, 0.00, 0.00, 0.00, 0.00, 0.00, 0.00, 0.00, 0.00, 0.00, 0.00, 0.00, 0.00, 0.00, 0.00, 0.00, 0.00, 0.00, 0.00, 0.00, 0.00, 0.00, 0.00, 0.00, 0.00, 0.00, 0.00, 0.00, 0.00, 0.00, 0.00, 0.00, 0.00, 0.00, 0.00, 0.00, 0.00, 0.00, 0.00, 0.00, 0.00, 0.00, 0.00, 0.00, 0.00, 0.00, 0.00, 0.00, 0.00, 0.00, 0.00, 0.00, 0.00, 0.00, 0.00, 0.00, 0.00, 0.00, 0.00, 0.00, 0.00, 0.00, 0.00, 0.00, 0.00, 0.00, 0.00, 0.00, 0.00, 0.00, 0.00, 0.00, 0.00, 0.00, 0.00, 0.00, 0.00, 0.00, 0.00, 0.00, 0.00, 0.00, 0.00, 0.00, 0.00, 0.00, 0.00, 0.00, 0.00, 0.00, 0.00, 0.00]}